This record from OMol25 describes C11H30Hg2O13 as an isolated structure at a distorted geometry. The level of theory is wB97M-V/def2-TZVPD.

Properties
Highest occupied orbital energy (eV): -14.48
Lowest unoccupied orbital energy (hartree): -0.3809
Orbital gap (eV): 4.1
Charge: +2
Energy above the lowest of the compared OMol25 structures with the same formula, charge and spin (kcal per mole): 0.5
E_tot (a.u.): -1721.2796

```
56
C11H30Hg2O13, DFT wB97M-V/def2-TZVPD
Hg 1.553 2.507 0.734
Hg 2.709 -1.487 -0.528
C 0.447 -0.009 0.287
O 0.483 -0.738 -0.791
O -0.248 1.120 0.392
O 1.473 -0.241 1.138
C -1.347 -3.387 -2.322
C -2.139 -2.183 -2.809
O -1.173 -1.126 -3.089
O -1.089 -3.282 -0.906
H -0.389 -3.435 -2.842
H -1.868 -4.334 -2.446
H -2.769 -1.716 -2.049
H -2.688 -2.410 -3.717
H -0.626 -0.934 -2.315
H -0.622 -2.450 -0.759
C -0.076 0.944 4.086
C 0.824 2.146 4.267
O 1.743 2.413 3.146
O 0.548 -0.265 3.810
H -0.854 1.212 3.349
H -0.642 0.905 5.020
H 1.382 2.016 5.204
H 0.229 3.042 4.462
H 2.326 3.120 3.471
H 0.911 -0.198 2.917
C 1.337 -3.509 1.408
C 2.766 -3.541 1.866
O 3.538 -2.363 1.516
O 1.333 -3.347 -0.038
H 0.752 -2.706 1.857
H 0.888 -4.476 1.627
H 3.237 -4.456 1.495
H 2.779 -3.628 2.956
H 4.248 -2.211 2.150
H 0.452 -3.645 -0.396
C 1.359 2.118 -3.441
C 1.199 3.395 -2.627
O 0.581 3.062 -1.354
O 2.552 1.410 -3.135
H 1.321 2.347 -4.507
H 0.500 1.447 -3.294
H 0.668 4.147 -3.207
H 2.210 3.755 -2.432
H -0.364 2.809 -1.584
H 2.734 1.446 -2.194
C -3.515 1.421 -1.193
C -3.691 2.195 0.092
O -3.072 1.554 1.197
O -2.204 1.518 -1.732
H -4.245 1.767 -1.922
H -3.699 0.356 -1.032
H -4.761 2.228 0.285
H -3.254 3.196 0.024
H -2.120 1.435 1.022
H -1.623 1.041 -1.117
```


This record from OMol25 describes C11H31B2CuNO11V2 as an isolated structure at a distorted geometry. The level of theory is wB97M-V/def2-TZVPD.

Properties
Highest occupied orbital energy (alpha / beta) (eV): -6.10 / -6.29
Lowest unoccupied orbital energy (alpha / beta) (hartree): 0.0635 / 0.0635
Expectation value of S²: 2.043
Orbital gap (alpha / beta) (eV): 7.8 / 8.0
Charge: -1
Energy above the lowest of the compared OMol25 structures with the same formula, charge and spin (kcal per mole): 0.0
Multiplicity: 3
E_tot (a.u.): -4898.2909

```
59
C11H31B2CuNO11V2, DFT wB97M-V/def2-TZVPD
O 2.365 2.557 -3.249
V 1.747 2.798 -1.827
O 2.694 -0.992 0.843
V 1.974 0.370 1.049
Cu -1.953 0.971 -0.200
C 3.222 2.740 0.416
O 3.589 3.392 -0.644
O 3.727 1.615 0.774
O 1.935 2.709 0.430
C 0.429 0.521 -1.392
O 0.166 0.205 -0.151
O -0.197 1.560 -1.842
O 1.681 0.550 -1.570
B 1.311 0.009 3.203
H 1.036 0.439 4.277
H 1.233 -1.181 3.229
H 0.624 0.367 2.351
H 2.404 0.352 2.990
B 0.751 4.832 -2.723
H 0.590 4.278 -1.695
H 0.084 5.822 -2.743
H 1.883 5.173 -2.900
H 0.359 4.120 -3.599
C -4.790 -2.436 4.283
O -4.112 -1.574 3.400
C -3.029 -0.853 4.008
C -2.285 -0.009 2.977
N -2.881 -0.022 1.600
C -2.708 -1.304 0.915
C -3.639 -1.442 -0.256
O -3.349 -0.365 -1.162
C -4.428 -0.068 -2.029
H -4.164 -2.731 5.135
H -5.069 -3.365 3.790
H -5.650 -1.894 4.688
H -2.415 -1.588 4.540
H -3.514 -0.297 4.824
H -1.246 -0.291 2.861
H -2.411 1.051 3.191
H -3.864 0.174 1.759
H -2.874 -2.142 1.597
H -1.676 -1.493 0.599
H -4.665 -1.348 0.124
H -3.481 -2.370 -0.807
H -4.647 -0.919 -2.680
H -4.128 0.752 -2.680
H -5.306 0.242 -1.456
C 4.803 -0.850 -1.798
C 4.239 -1.425 -3.109
C 5.163 -2.505 -3.663
O 2.964 -1.990 -2.854
H 4.218 0.057 -1.622
H 5.822 -0.489 -1.937
H 4.595 -1.586 -1.025
H 4.271 -0.591 -3.819
H 4.885 -2.553 -4.731
H 5.059 -3.544 -3.354
H 6.215 -2.228 -3.732
H 2.444 -1.210 -2.603
```


This record from OMol25 describes C11H31F3N2NbO5P4PbS as an isolated structure at a distorted geometry. The level of theory is wB97M-V/def2-TZVPD.

Properties
Highest occupied orbital energy (eV): -9.62
Lowest unoccupied orbital energy (hartree): -0.2930
Orbital gap (eV): 1.7
Charge: +1
E_tot (a.u.): -3235.8113

```
59
C11H31F3N2NbO5P4PbS, DFT wB97M-V/def2-TZVPD
C 6.123 -1.095 0.726
C 5.937 -0.409 -0.648
C 4.584 -0.839 -1.269
C 3.435 -0.463 -0.290
C 2.071 -0.210 -1.016
C 0.858 -0.614 -0.114
Nb -0.819 0.904 -0.053
P -2.531 2.866 -0.046
N -4.004 2.390 0.405
P -0.390 1.283 -2.596
N -1.717 1.727 -3.404
P -2.431 -0.853 -0.662
C -2.370 -2.479 0.155
C -3.276 -3.622 -0.483
C -3.967 -0.434 -1.543
C -5.271 -1.039 -0.869
P 0.957 2.671 0.547
O 1.616 3.252 -0.654
O 0.411 3.926 1.451
O 2.144 1.954 1.495
S -1.048 0.511 2.487
O -0.441 1.609 3.242
O -0.374 -0.726 2.899
C -2.792 0.386 3.138
F -3.333 1.564 3.363
F -2.688 -0.179 4.357
F -3.604 -0.424 2.448
H 7.208 -0.997 1.069
H 5.835 -2.156 0.692
H 5.469 -0.551 1.481
H 6.747 -0.748 -1.315
H 5.959 0.688 -0.553
H 4.553 -1.916 -1.504
H 4.422 -0.259 -2.192
H 3.731 0.462 0.241
H 3.266 -1.268 0.450
H 2.095 0.851 -1.322
H 2.106 -0.802 -1.951
H 0.424 -1.533 -0.557
H 1.246 -0.903 0.878
H -2.140 3.943 0.797
H -2.586 3.480 -1.343
H -3.980 1.392 0.620
H 0.685 2.172 -2.847
H 0.009 0.009 -3.093
H -2.507 1.830 -2.768
H -2.584 -2.494 1.236
H -1.336 -2.867 0.073
H -3.758 -3.233 -1.391
H -4.044 -3.932 0.235
H -2.642 -4.470 -0.775
H -4.116 0.656 -1.572
H -3.935 -0.762 -2.599
H -6.036 -0.250 -0.813
H -5.642 -1.854 -1.502
H -5.057 -1.386 0.154
H 0.863 3.900 2.312
H 1.727 1.159 1.873
Pb 6.942 0.183 2.914
```


This record from OMol25 describes a 8-piece molecular cluster, C11H31N7O16 overall at a distorted geometry. The level of theory is wB97M-V/def2-TZVPD.

Properties
Highest occupied orbital energy (eV): -9.35
Lowest unoccupied orbital energy (hartree): -0.0082
Orbital gap (eV): 9.1
Energy above the lowest of the compared OMol25 structures with the same formula, charge and spin (kcal per mole): 76.3
Structure (SMILES): C[N+](=O)[O-].C[N+](=O)[O-].C[N+](=O)[O-].C[N+](=O)[O-].C[N+](=O)[O-].C[N+](=O)[O-].C[N+](=O)[O-].COCCOC
E_tot (a.u.): -2024.0209

```
65
C11H31N7O16, DFT wB97M-V/def2-TZVPD
C -3.053 -8.291 2.175
N -2.289 -7.664 1.102
O -1.701 -8.362 0.300
O -2.181 -6.382 1.129
H -2.354 -8.071 2.982
H -3.015 -9.324 1.829
H -4.068 -7.895 2.164
C 1.312 -0.569 1.907
N 1.688 -1.244 3.130
O 2.688 -1.985 3.196
O 0.992 -0.964 4.078
H 1.419 -1.433 1.250
H 1.969 0.256 1.634
H 0.250 -0.329 1.854
C -6.090 1.123 3.432
N -5.510 2.185 2.526
O -6.292 3.133 2.312
O -4.329 2.118 2.241
H -7.136 0.997 3.151
H -5.933 1.485 4.448
H -5.535 0.223 3.168
C -1.033 -0.235 11.098
N -2.219 0.563 11.143
O -2.799 0.779 10.088
O -2.395 1.106 12.188
H -1.118 -0.722 10.126
H -1.071 -1.014 11.860
H -0.156 0.403 11.210
C 1.163 -5.387 -4.761
N 2.210 -4.468 -4.294
O 2.464 -4.591 -3.116
O 2.757 -3.623 -5.043
H 1.515 -6.411 -4.635
H 1.061 -5.132 -5.816
H 0.276 -5.237 -4.145
C 7.406 3.144 -1.193
N 6.104 3.231 -1.914
O 6.163 3.104 -3.166
O 5.114 3.482 -1.230
H 7.330 3.063 -0.108
H 7.905 4.101 -1.346
H 8.077 2.391 -1.606
C 1.659 4.719 4.773
N 3.059 4.277 5.084
O 3.883 4.184 4.213
O 3.463 4.125 6.255
H 1.763 5.762 4.472
H 1.039 4.533 5.650
H 1.238 4.241 3.888
C -1.515 0.520 -5.623
O -1.216 0.909 -6.963
C -2.039 1.909 -7.438
C -1.552 2.646 -8.731
O -0.386 3.448 -8.586
C 0.807 2.717 -8.386
H -1.973 1.279 -4.990
H -0.536 0.256 -5.222
H -2.066 -0.420 -5.586
H -2.018 2.676 -6.665
H -3.056 1.545 -7.580
H -2.317 3.388 -8.957
H -1.576 2.010 -9.615
H 1.474 3.129 -9.143
H 0.836 1.664 -8.668
H 1.442 2.928 -7.525
```


This record from OMol25 describes a 5-piece molecular cluster, C11H32BrN3O5PS4 overall at a distorted geometry. The level of theory is wB97M-V/def2-TZVPD.

Properties
Highest occupied orbital energy (eV): -10.79
Lowest unoccupied orbital energy (hartree): -0.1252
Orbital gap (eV): 7.4
Charge: +1
E_tot (a.u.): -5486.5871

```
57
C11H32BrN3O5PS4, DFT wB97M-V/def2-TZVPD
N 0.247 -1.930 -0.821
C 1.480 -2.155 -1.111
N 2.026 -1.995 -2.333
C 3.490 -2.033 -2.129
C 3.608 -1.833 -0.609
P 3.801 -0.073 -0.003
O 2.596 0.082 1.087
Br 3.131 1.230 -1.726
N 2.380 -2.525 -0.126
H -0.391 -1.638 -1.548
H -0.022 -1.988 0.153
H 1.641 -2.634 -3.019
H 3.917 -1.201 -2.672
H 3.955 -2.956 -2.452
H 4.459 -2.431 -0.314
H 2.593 1.035 1.298
H 2.503 -3.535 -0.167
C -4.054 -1.842 3.377
S -2.618 -2.225 2.381
O -1.864 -3.309 3.068
C -1.747 -0.681 2.718
H -4.710 -2.708 3.336
H -3.748 -1.648 4.406
H -4.564 -0.973 2.962
H -1.593 -0.570 3.791
H -2.328 0.155 2.329
H -0.778 -0.713 2.217
C 1.768 4.764 0.617
S 3.310 4.526 -0.277
O 4.092 3.495 0.474
C 4.011 6.126 0.118
H 1.181 3.850 0.528
H 1.978 4.964 1.668
H 1.219 5.595 0.174
H 4.076 6.240 1.200
H 3.386 6.906 -0.315
H 5.006 6.173 -0.318
C 0.629 4.448 -3.585
S 2.329 4.978 -3.843
O 2.526 6.219 -3.046
C 2.116 5.476 -5.556
H 0.531 4.132 -2.547
H -0.050 5.277 -3.783
H 0.407 3.609 -4.245
H 1.342 6.239 -5.624
H 1.849 4.606 -6.155
H 3.062 5.882 -5.906
C -7.086 -6.221 3.109
S -5.520 -5.344 3.062
O -5.654 -4.258 2.048
C -4.576 -6.665 2.297
H -7.836 -5.549 3.521
H -7.373 -6.516 2.099
H -6.990 -7.097 3.749
H -5.025 -6.930 1.340
H -4.558 -7.528 2.962
H -3.561 -6.303 2.142
```


This record from OMol25 describes a 11-piece molecular cluster, C11H33N11O22 overall at a distorted geometry. The level of theory is wB97M-V/def2-TZVPD.

Properties
Highest occupied orbital energy (eV): -10.49
Lowest unoccupied orbital energy (hartree): -0.0088
Orbital gap (eV): 10.3
Energy above the lowest of the compared OMol25 structures with the same formula, charge and spin (kcal per mole): 6.9
Structure (SMILES): C[N+](=O)[O-].C[N+](=O)[O-].C[N+](=O)[O-].C[N+](=O)[O-].C[N+](=O)[O-].C[N+](=O)[O-].C[N+](=O)[O-].C[N+](=O)[O-].C[N+](=O)[O-].C[N+](=O)[O-].C[N+](=O)[O-]
E_tot (a.u.): -2695.4838

```
77
C11H33N11O22, DFT wB97M-V/def2-TZVPD
C 1.339 2.661 -3.356
N 2.063 3.720 -2.594
O 1.421 4.377 -1.812
O 3.248 3.841 -2.770
H 1.292 1.818 -2.667
H 1.961 2.451 -4.215
H 0.318 2.983 -3.520
C -3.378 -2.398 0.781
N -3.246 -2.908 -0.608
O -2.895 -4.052 -0.762
O -3.395 -2.112 -1.510
H -2.713 -2.995 1.391
H -4.431 -2.486 1.046
H -3.120 -1.345 0.798
C -0.138 2.914 2.396
N -0.215 4.231 3.071
O -1.015 5.039 2.661
O 0.537 4.418 4.000
H 0.217 3.202 1.399
H -1.081 2.394 2.309
H 0.705 2.398 2.837
C 0.140 -5.753 -2.303
N -0.637 -4.611 -2.850
O -0.373 -3.497 -2.452
O -1.516 -4.870 -3.653
H 0.993 -5.956 -2.943
H -0.569 -6.552 -2.131
H 0.568 -5.410 -1.362
C 3.996 0.362 1.141
N 3.905 -1.070 0.737
O 3.066 -1.412 -0.063
O 4.736 -1.816 1.216
H 4.951 0.512 1.624
H 3.127 0.483 1.790
H 3.886 1.060 0.318
C 0.136 -0.124 4.843
N -0.105 -1.552 4.488
O 0.545 -2.426 5.024
O -1.005 -1.768 3.684
H 0.986 -0.156 5.523
H -0.691 0.292 5.407
H 0.379 0.391 3.921
C -0.178 -4.827 2.154
N 0.465 -3.675 1.504
O -0.037 -3.274 0.468
O 1.464 -3.235 2.002
H 0.421 -5.729 2.039
H -1.199 -5.011 1.843
H -0.157 -4.637 3.229
C 3.581 5.615 0.132
N 3.702 4.191 0.541
O 4.762 3.646 0.339
O 2.729 3.632 0.994
H 4.106 6.178 0.899
H 2.546 5.913 0.034
H 4.049 5.635 -0.848
C -2.599 -1.682 -5.117
N -1.985 -0.324 -5.181
O -1.245 -0.028 -4.261
O -2.308 0.417 -6.083
H -3.211 -1.750 -4.223
H -1.811 -2.426 -5.048
H -3.177 -1.797 -6.027
C -4.049 3.120 0.366
N -3.011 2.067 0.205
O -2.227 2.212 -0.701
O -2.923 1.221 1.065
H -3.762 3.712 1.231
H -4.992 2.601 0.525
H -4.122 3.753 -0.509
C -0.239 -0.257 -0.708
N 0.705 0.459 0.143
O 0.732 0.088 1.300
O 1.345 1.376 -0.316
H -1.254 -0.209 -0.339
H 0.036 -1.313 -0.742
H -0.150 0.060 -1.743
```